## w
{"formula": "CH8N3", "method": "wB97M-V/def2-TZVPD", "elements": ["N", "H", "H", "H", "H", "N", "C", "N", "H", "H", "H", "H"], "xyz": [[2.0226, 1.1180, -1.2256], [2.9259, 0.6552, -0.8076], [-1.2507, -0.5891, -1.1432], [2.2396, 2.1286, -1.1957], [1.9158, 0.8236, -2.1754], [-0.0621, 0.2536, 0.9653], [-1.0043, -0.6420, 0.9317], [-1.5347, -1.0261, -0.2540], [0.4101, 0.7093, 0.1092], [0.4421, 0.6092, 1.7931], [-1.3807, -1.1937, 1.7449], [-2.2563, -1.7100, -0.3159]], "mulliken_charge": [-0.85, 0.29, 0.24, 0.27, 0.25, -0.28, 0.26, -0.31, 0.26, 0.27, 0.37, 0.24], "charge": 1, "gap_ha": 0.4090, "spin_multiplicity": 1}



## x
{"formula": "CH8N3", "method": "wB97M-V/def2-TZVPD", "elements": ["N", "H", "H", "H", "H", "N", "C", "N", "H", "H", "H", "H"], "xyz": [[0.2776, 0.6060, -1.9593], [0.8354, 0.1569, -2.6775], [0.3613, -0.4711, -0.5485], [0.8019, 1.4486, -1.7791], [-0.6244, 0.8891, -2.3316], [-0.8424, 0.4055, 1.6185], [-0.1590, -0.7070, 1.4797], [0.4727, -0.9566, 0.3759], [-0.9882, 0.9502, 0.7916], [-1.1094, 0.8278, 2.4863], [0.0238, -1.3294, 2.3454], [0.9505, -1.8200, 0.1988]], "mulliken_charge": [-0.94, 0.26, 0.32, 0.28, 0.26, -0.28, 0.23, -0.21, 0.21, 0.25, 0.35, 0.28], "charge": 1, "gap_ha": 0.4385, "spin_multiplicity": 1}



In order of decreasing stability: x, w.



## w
{"formula": "C3H4P2", "method": "wB97M-V/def2-TZVPD", "elements": ["C", "C", "P", "P", "C", "H", "H", "H", "H"], "xyz": [[1.5633, -0.2145, 1.0891], [0.7322, -0.1395, 0.0343], [0.0160, 1.2394, -0.8818], [-0.1193, -0.8810, -1.5242], [-1.5437, 0.1577, -0.7467], [1.5815, 0.7073, 1.5610], [1.8607, -1.1573, 1.6866], [-1.7466, -0.1141, 0.2182], [-2.3442, 0.4019, -1.4365]], "mulliken_charge": [-0.42, -0.01, -0.05, 0.01, -0.71, 0.26, 0.25, 0.31, 0.35], "gap_ha": 0.3402, "smiles": "C=C1P2#P1C2", "spin_multiplicity": 1}



## x
{"formula": "C3H4P2", "method": "wB97M-V/def2-TZVPD", "elements": ["C", "P", "P", "C", "C", "H", "H", "H", "H"], "xyz": [[-0.1721, 1.2588, -0.6258], [1.3402, 0.9712, 0.3653], [1.3341, -1.1421, -0.4551], [-0.2736, -1.2510, 0.6638], [-0.1271, -0.0859, -0.2317], [-0.0620, 1.3516, -1.7800], [-0.9268, 1.9467, -0.1133], [-0.2744, -0.9952, 1.7176], [-0.8382, -2.0540, 0.4593]], "mulliken_charge": [-0.46, -0.18, -0.08, -0.85, 0.44, 0.20, 0.28, 0.27, 0.38], "gap_ha": 0.2788, "smiles": "C1P2#P3CC123", "spin_multiplicity": 1}



In order of decreasing stability: w, x.